No. 1
A single C6H9F3N4O molecule in a non-equilibrium geometry. Source: OMol25; level of theory: ωB97M-V with the def2-TZVPD basis set.

Summary:
SMILES: COC1=NN(N)NC(C(F)(F)F)=C1C
E, eV: -22524.398
HOMO level, eV: -8.22

ORCA input file:
```
! wB97M-V def2-TZVPD RIJCOSX def2/J DEFGRID3
* xyz 0 1
C -0.5028 -0.7700 -0.0895
C -1.3071 0.3383 0.1578
C 0.8772 -0.4523 0.2575
C -0.9667 -2.0004 -0.7760
C 3.1296 -1.1795 0.6310
C -2.7949 0.4948 -0.0409
N 1.3096 0.7187 0.6147
N -0.7947 1.5019 0.6760
N 0.4980 1.8442 0.5575
N 0.7307 2.5846 -0.6406
O 1.7324 -1.5378 0.4104
F -3.3942 1.0007 1.0440
F -3.1363 1.1733 -1.1117
F -3.4265 -0.6883 -0.1571
H -1.6210 -1.5780 -1.6631
H -1.6404 -2.7286 -0.1953
H -0.3497 -2.6436 -1.2906
H 3.6603 -2.1048 0.8376
H 3.2481 -0.4481 1.4422
H 3.4662 -0.5538 -0.3316
H -1.4198 1.9491 1.3666
H 1.1101 1.9792 -1.3346
H 1.5920 3.1004 -0.3643
*
```

=====

No. 2
A molecular structure, C6H9F6GaN3O8S in a non-equilibrium geometry. Source: OMol25; level of theory: ωB97M-V with the def2-TZVPD basis set.

Summary:
E, eV: -106729.948
HOMO level, eV: -6.39

ORCA input file:
```
! wB97M-V def2-TZVPD RIJCOSX def2/J DEFGRID3
* xyz -1 1
O -1.0890 4.3740 -2.5499
C -0.4758 3.4974 -3.0685
F 0.6883 3.7607 -3.6972
N -0.8165 2.1576 -3.1139
C -0.3513 1.4806 -1.8201
O 0.7880 1.1005 -1.8137
Ga -1.6870 1.2456 -0.2883
S -0.6014 0.4768 1.6588
O -0.1490 -0.8927 1.3961
O -1.5281 0.4851 2.7773
C 0.9790 1.4048 2.0770
F 1.7555 1.5328 0.9856
F 1.6687 0.6699 2.9912
C 0.7850 2.8362 2.6687
F 0.7437 3.7382 1.6727
F -0.3232 2.9525 3.4020
F 1.8475 3.1453 3.4466
H -0.2486 1.7259 -3.8400
H -2.6901 0.1259 -0.6535
H -2.5362 2.5436 0.0401
C 2.9111 -1.3329 0.5745
N 3.8011 -2.1612 -0.2854
O 4.7656 -2.6927 0.2326
O 3.5111 -2.2603 -1.4566
H 3.3100 -1.3452 1.5811
H 2.9014 -0.3294 0.1667
H 1.9145 -1.7635 0.5436
C -2.6764 -4.4075 -0.4175
N -3.0349 -2.9808 -0.6521
O -2.1446 -2.2247 -0.9466
O -4.2079 -2.6911 -0.5198
H -1.6091 -4.5171 -0.5647
H -2.9614 -4.6503 0.6012
H -3.2400 -5.0040 -1.1280
*
```

=====

No. 3
A molecular structure, C6H9FNO5Pt. Source: OMol25; level of theory: ωB97M-V with the def2-TZVPD basis set.

Summary:
E, eV: -24060.906
HOMO level (spin up / spin down), eV: -4.66 / -6.08
ΔE to the lowest compared entry with this formula, charge and spin, kcal per mole: 0.8

ORCA input file:
```
! wB97M-V def2-TZVPD RIJCOSX def2/J DEFGRID3
* xyz -1 3
Pt -0.1780 0.8060 0.0898
O 0.3844 -2.2262 -1.2268
C 0.7009 -2.7647 0.0321
C -0.0304 -2.1381 1.2130
N 0.3611 -0.7673 1.6211
C 1.8009 -0.6419 1.8471
C 2.5710 -0.4392 0.5316
O 3.7564 -0.7340 0.5036
O 1.8834 0.0682 -0.4295
C -0.4468 -0.3938 2.7854
C -1.8862 -0.0868 2.3498
O -2.8008 -0.2680 3.1363
O -1.9860 0.3944 1.1589
H 0.8679 -1.3864 -1.3050
H 0.3816 -3.8101 0.0102
H 1.7829 -2.7720 0.2057
H -1.0992 -2.1173 0.9963
H 0.1302 -2.7977 2.0800
H 1.9742 0.2499 2.4520
H 2.2103 -1.5049 2.3816
H -0.4515 -1.1763 3.5503
H -0.0328 0.5189 3.2175
F -0.1421 2.2293 -1.2637
*
```

=====

No. 4
A single C6H9FO molecule in a non-equilibrium geometry. Source: OMol25; level of theory: ωB97M-V with the def2-TZVPD basis set.

Summary:
SMILES: C=COC(=C)CCF
E, eV: -11131.190
HOMO level, eV: -9.31
ΔE to the lowest compared entry with this formula, charge and spin, kcal per mole: 21.2

ORCA input file:
```
! wB97M-V def2-TZVPD RIJCOSX def2/J DEFGRID3
* xyz 0 1
C 2.0722 0.0869 0.2630
C 0.8002 -0.2246 -0.4809
C -0.3372 0.7286 -0.1912
C -0.2993 1.8379 0.5186
C -2.2718 -0.6107 -0.2998
C -2.1393 -1.1500 0.9030
H 1.8726 0.0984 1.3396
H 2.4650 1.0779 -0.0042
H 0.4534 -1.2723 -0.2243
H 0.9819 -0.2020 -1.5861
H 0.6263 2.1845 1.0057
H -1.1876 2.4555 0.6258
H -3.0455 -0.8780 -1.0057
H -2.8220 -1.9306 1.2167
H -1.3983 -0.8273 1.5910
O -1.5118 0.3822 -0.8497
F 3.0223 -0.8635 -0.0485
*
```

=====

No. 5
2 unconnected molecules or ions with the total composition C6H9FO3S in a non-equilibrium geometry. Source: OMol25; level of theory: ωB97M-V with the def2-TZVPD basis set.

Summary:
E, eV: -26056.329
HOMO level (spin up / spin down), eV: -5.89 / -9.19

ORCA input file:
```
! wB97M-V def2-TZVPD RIJCOSX def2/J DEFGRID3
* xyz 0 3
C 1.1024 -2.5582 -0.2829
C -1.1635 1.8361 0.7385
C -1.5203 0.5095 0.1296
C 0.2625 2.1911 0.3558
C -0.7246 0.0194 -0.7960
C 1.0334 -1.8501 0.8336
O 0.1674 -3.4159 -0.7369
O 1.8954 0.5757 -1.0637
O 0.2710 1.9126 -2.3326
F -0.0517 -1.9462 1.6563
S 0.5922 1.1813 -1.1374
H 1.9551 -2.4563 -0.9336
H -1.8681 2.5805 0.3538
H -1.2933 1.7963 1.8220
H -0.5651 -3.4586 -0.1066
H -2.4229 0.0259 0.4710
H 0.4110 3.2397 0.1208
H 0.9848 1.8572 1.0959
H -0.8470 -0.8722 -1.3776
H 1.7814 -1.1679 1.1900
*
```

=====

No. 6
A molecular structure, C6H9LiO5Sn in a non-equilibrium geometry. Source: OMol25; level of theory: ωB97M-V with the def2-TZVPD basis set.

Summary:
E, eV: -22637.097
HOMO level (spin up / spin down), eV: -6.26 / -6.26
ΔE to the lowest compared entry with this formula, charge and spin, kcal per mole: 23.3

ORCA input file:
```
! wB97M-V def2-TZVPD RIJCOSX def2/J DEFGRID3
* xyz 0 1
O 2.4973 0.9659 -0.6036
C 2.8711 0.1450 0.2723
C 2.5843 -1.2985 -0.0697
O 1.3755 -1.4078 -0.7106
Sn 0.6550 0.3071 -1.3398
H 3.3756 0.2650 1.2486
H 3.4512 -1.7126 -0.6301
O -1.9564 -0.9507 0.1481
C -1.6109 -0.3221 1.3979
C -0.4885 0.5793 1.2724
O -0.5035 1.4043 -0.0194
C -1.8006 1.3607 -0.6065
C -2.0367 -0.0950 -1.0174
O -1.0479 -0.4948 -1.8795
Li -0.3793 -2.0313 -0.7081
H -2.5088 0.1657 1.8064
H -0.4155 1.3005 2.0974
H -1.7834 1.9950 -1.5024
H -2.5561 1.7410 0.0934
H -3.0462 -0.2230 -1.4479
H 0.6915 0.1317 1.2889
H 2.6323 -1.8257 0.9096
*
```

=====

No. 7
2 unconnected molecules or ions with the total composition C6H9N in a non-equilibrium geometry. Source: OMol25; level of theory: ωB97M-V with the def2-TZVPD basis set.

Summary:
SMILES: C=C(C)C#N.C=C
E, eV: -7855.446
HOMO level, eV: -8.99
ΔE to the lowest compared entry with this formula, charge and spin, kcal per mole: 62.6

ORCA input file:
```
! wB97M-V def2-TZVPD RIJCOSX def2/J DEFGRID3
* xyz 0 1
C -1.5890 -0.7342 0.3657
C -0.9141 0.2565 -0.5510
C 1.3675 0.3807 1.1641
C 2.0417 -0.4541 0.3860
C 0.1411 -0.0455 -1.3077
C -1.4980 1.5592 -0.6784
N -2.0635 2.5522 -0.8793
H -2.4149 -1.2141 -0.1630
H -1.9970 -0.2633 1.2679
H -0.8836 -1.5091 0.6865
H 0.6425 0.0233 1.8937
H 1.4091 1.4610 1.0341
H 2.7275 -0.1019 -0.3813
H 1.8860 -1.5302 0.4331
H 0.7185 0.7007 -1.8449
H 0.4634 -1.0752 -1.4266
*
```

=====

No. 8
A molecular structure, C6H9N in a non-equilibrium geometry. Source: OMol25; level of theory: ωB97M-V with the def2-TZVPD basis set.

Summary:
E, eV: -7854.034
HOMO level, eV: -8.07
ΔE to the lowest compared entry with this formula, charge and spin, kcal per mole: 95.1

ORCA input file:
```
! wB97M-V def2-TZVPD RIJCOSX def2/J DEFGRID3
* xyz 0 1
C -0.9330 -0.1992 -1.6855
N 0.3585 -0.0675 -1.0367
C 0.6048 1.0688 -0.2237
C 0.0171 0.7745 1.2651
C -0.4280 -0.6876 1.2445
C 0.6811 -0.8642 0.1695
C 1.4002 0.4037 0.7830
H -1.8154 -0.0653 -1.0357
H -0.9726 -1.1946 -2.1343
H -1.0033 0.5339 -2.4993
H 0.6916 2.1053 -0.5514
H -0.5271 1.6868 1.2835
H -1.4693 -0.9433 1.0175
H -0.1148 -1.2882 2.1177
H 1.1371 -1.8256 -0.0484
H 2.3996 0.5965 1.1465
*
```

=====

No. 9
A single C6H9N molecule. Source: OMol25; level of theory: ωB97M-V with the def2-TZVPD basis set.

Summary:
SMILES: C#CC[C@]1(C)CN1
E, eV: -7855.217
HOMO level, eV: -9.53
ΔE to the lowest compared entry with this formula, charge and spin, kcal per mole: 67.9

ORCA input file:
```
! wB97M-V def2-TZVPD RIJCOSX def2/J DEFGRID3
* xyz 0 1
C 1.2310 0.2208 -1.0137
C -0.0351 0.5173 -0.2384
C -1.1735 -0.4677 -0.4922
C -0.8832 -1.6643 0.3073
C -0.4947 -2.5553 1.0189
C 0.0357 1.0903 1.1204
N -0.4180 1.9078 -0.0111
H 1.3915 -0.8601 -1.0881
H 2.1136 0.6565 -0.5340
H 1.1592 0.6217 -2.0325
H -1.2493 -0.7295 -1.5554
H -2.1268 -0.0129 -0.2005
H -0.1593 -3.3558 1.6397
H -0.7411 0.8415 1.8411
H 1.0174 1.2655 1.5555
H 0.3327 2.5241 -0.3169
*
```

=====

No. 10
A single C6H9N molecule. Source: OMol25; level of theory: ωB97M-V with the def2-TZVPD basis set.

Summary:
E, eV: -7854.739
HOMO level, eV: -7.75
ΔE to the lowest compared entry with this formula, charge and spin, kcal per mole: 78.9

ORCA input file:
```
! wB97M-V def2-TZVPD RIJCOSX def2/J DEFGRID3
* xyz 0 1
C -1.4343 0.9439 -0.8041
C -0.2872 0.1071 -0.2534
C 0.3205 -1.0668 -0.9284
C -0.8493 -0.8860 0.8756
C 1.6716 -1.0056 -0.4734
C 1.9360 0.2033 0.1422
N 0.8170 0.9357 0.2383
H -2.1728 0.2764 -1.2526
H -1.1175 1.6666 -1.5632
H -1.9253 1.4996 0.0088
H -1.9144 -1.0221 0.6891
H -0.6604 -0.4037 1.8332
H -0.4170 -1.8930 0.9062
H 2.4027 -1.7955 -0.5960
H 2.8798 0.5872 0.5241
H 0.7508 1.8530 0.6534
*
```

=====

No. 11
A single C6H9N molecule. Source: OMol25; level of theory: ωB97M-V with the def2-TZVPD basis set.

Summary:
E, eV: -7852.139
HOMO level (spin up / spin down), eV: -8.04 / -8.01
ΔE to the lowest compared entry with this formula, charge and spin, kcal per mole: 138.8

ORCA input file:
```
! wB97M-V def2-TZVPD RIJCOSX def2/J DEFGRID3
* xyz 0 1
C -1.7919 0.6740 -0.6684
N -0.5318 0.0386 -0.9524
C 0.5778 -1.4998 0.0370
C 1.5688 -0.5266 -0.5873
C 0.5904 0.6149 -0.1860
C 0.4367 0.3436 1.3163
C 0.4501 -0.9939 1.4255
H -2.0641 0.7372 0.4005
H -1.7024 1.7094 -1.0410
H -2.6022 0.1961 -1.2262
H -0.4065 -1.3174 -0.6899
H 1.6411 -0.6184 -1.6728
H 2.5495 -0.4947 -0.1104
H 0.7811 1.6698 -0.4460
H 0.2232 1.0719 2.0951
H 0.2801 -1.6046 2.3061
*
```

=====

No. 12
A single C6H9N molecule. Source: OMol25; level of theory: ωB97M-V with the def2-TZVPD basis set.

Summary:
SMILES: Cc1c[nH]c(C)c1
E, eV: -7857.881
HOMO level, eV: -7.78
ΔE to the lowest compared entry with this formula, charge and spin, kcal per mole: 6.4

ORCA input file:
```
! wB97M-V def2-TZVPD RIJCOSX def2/J DEFGRID3
* xyz 0 1
C -1.3966 0.6600 2.1027
C -0.6812 0.0488 0.9256
C -0.2640 -1.2461 0.7699
N 0.4800 -1.3178 -0.3859
C 0.5686 -0.0868 -0.9584
C -0.2039 0.7687 -0.2076
C 1.4269 0.2492 -2.1301
H -2.4637 0.7383 1.8793
H -1.2439 0.0624 2.9962
H -1.0325 1.6699 2.2721
H -0.4432 -2.0832 1.4255
H 0.7388 -2.2084 -0.7752
H -0.4478 1.7630 -0.5402
H 1.8556 -0.6448 -2.5844
H 0.8665 0.7130 -2.9474
H 2.2405 0.9139 -1.8421
*
```

=====

- E of number 6 (C6H9LiO5Sn)?
  -22637.097 eV